C2H7N2 | ωB97M-V/def2-TZVPD

Results
LUMO energy (alpha / beta)	-5.48 / -5.48	eV
energy relative to the best compared isomer or geometry (same formula, charge and spin)	369.7	kJ/mol
total charge	+1
Kohn-Sham gap (alpha / beta)	9.162 / 9.163	eV
HOMO energy (alpha / beta)	-14.644 / -14.645	eV

Cartesian coordinates (Å):
C 0.1135 0.6502 0.2321
C -0.3852 -1.6427 -0.6930
N -0.0500 0.7141 1.5262
N 0.5899 1.4796 -0.6468
H -0.4562 -1.6803 -1.7802
H 0.5602 -2.0541 -0.3673
H -1.1914 -1.7281 0.0380
H -0.0427 -0.1285 2.1159
H -0.1209 1.6222 2.1221
H 0.7629 1.1949 -1.5502
H 0.6652 2.5684 -0.6546

C5H13NO | ωB97M-V/def2-TZVPD

Results
SMILES	CCC(N)=O.CC
LUMO energy	0.84	eV
energy relative to the best compared isomer or geometry (same formula, charge and spin)	152.4	kJ/mol
total charge	0
Kohn-Sham gap	10.394	eV
HOMO energy	-9.550	eV

Cartesian coordinates (Å):
C -0.6405 -1.9613 -0.5524
C -1.8779 -2.3147 0.3521
H -0.4605 -0.8654 -0.3342
H 0.3784 -2.4796 -0.2207
H -0.9132 -2.1959 -1.6299
H -2.5507 -1.5293 0.6328
H -1.6512 -2.6981 1.3721
H -2.4093 -3.1452 -0.0645
C 1.2089 1.0707 -0.4259
C 0.7001 2.0031 -1.5489
C 0.4943 1.4599 0.8460
O -0.4441 2.2966 0.9153
N 0.9099 1.0008 2.0202
H 1.0317 -0.0169 -0.5622
H 2.3617 1.1279 -0.3294
H 1.3822 2.1070 -2.3235
H 0.7117 1.2958 2.9258
H 1.5213 0.2071 2.0184
H 0.5060 3.1501 -1.2240
H -0.2587 1.4877 -1.8671

C42H56O33S | ωB97M-V/def2-TZVPD

Results
SMILES	O=S1(=O)CCC[C@@H](CCc2ccccc2)O1.O=C1OCCO1.O=C1OCCO1.O=C1OCCO1.O=C1OCCO1.O=C1OCCO1.O=C1OCCO1.O=C1OCCO1.O=C1OCCO1.O=C1OCCO1.O=C1OCCO1
LUMO energy	0.22	eV
total charge	0
Kohn-Sham gap	8.737	eV
HOMO energy	-8.519	eV

Cartesian coordinates (Å):
O 1.6524 2.9685 1.7449
S 1.9796 1.8253 0.9519
O 1.8174 1.9778 -0.4673
C 3.6496 1.2747 1.1924
C 3.8104 -0.1108 0.5240
C 2.7499 -1.1026 0.9839
C 1.3494 -0.5978 0.7070
C 0.2706 -1.6242 1.0106
C -0.9880 -1.0453 1.6651
C -1.5933 0.1450 0.9619
C -2.2152 1.1533 1.6988
C -2.7428 2.2734 1.0511
C -2.6641 2.3983 -0.3363
C -2.0609 1.3835 -1.0737
C -1.5359 0.2689 -0.4267
O 1.1645 0.6095 1.5007
H 3.8032 1.1791 2.2651
H 4.3095 2.0041 0.7433
H 3.7184 0.0526 -0.5475
H 4.8032 -0.4773 0.7661
H 2.8653 -1.3117 2.0466
H 2.8937 -2.0299 0.4325
H 1.3158 -0.3620 -0.3539
H -0.0073 -2.1561 0.1072
H 0.6650 -2.3781 1.6929
H -1.7372 -1.8371 1.6621
H -0.8195 -0.8072 2.7126
H -2.2987 1.1015 2.7752
H -3.2017 3.0535 1.6409
H -3.0601 3.2766 -0.8202
H -1.9953 1.4768 -2.1467
H -1.0604 -0.5272 -0.9727
C -1.1199 0.0000 -5.6488
C -2.3095 -0.9196 -5.8183
O -2.0628 -1.9151 -4.8026
C -1.2753 -1.3638 -3.8583
O -1.0150 -1.8698 -2.8114
O -0.8029 -0.1668 -4.2589
H -1.3460 1.0382 -5.8670
H -0.2569 -0.3147 -6.2404
H -3.2512 -0.4278 -5.6050
H -2.3619 -1.3862 -6.7983
C 2.2994 -6.3824 2.1757
C 1.8296 -5.4586 3.2744
O 2.9313 -4.5524 3.4084
C 3.6197 -4.5539 2.2492
O 4.4982 -3.7937 1.9799
O 3.1782 -5.5266 1.4268
H 1.4890 -6.7457 1.5494
H 2.8748 -7.2269 2.5570
H 0.9407 -4.8941 2.9825
H 1.6467 -5.9678 4.2172
C -3.4241 3.0478 -9.8257
C -2.0411 2.9225 -9.2195
O -2.3361 2.4634 -7.8939
C -3.5470 1.8593 -7.9120
O -4.0011 1.2338 -7.0078
O -4.1657 2.0650 -9.0920
H -3.4521 2.8265 -10.8887
H -3.8716 4.0266 -9.6489
H -1.4303 2.1713 -9.7226
H -1.4966 3.8616 -9.1820
C -2.3706 -5.6691 4.8605
C -2.7896 -4.4582 4.0511
O -2.0241 -4.6168 2.8530
C -1.7167 -5.9248 2.7135
O -1.2198 -6.4070 1.7477
O -2.0289 -6.6127 3.8387
H -3.1617 -6.0646 5.4915
H -1.4859 -5.4773 5.4707
H -3.8497 -4.4723 3.7935
H -2.5500 -3.5130 4.5309
C -0.6099 6.3225 2.4255
C -0.4655 5.1068 3.3072
O -0.3549 5.6900 4.6168
C -0.9285 6.9074 4.5851
O -1.1561 7.5800 5.5411
O -1.2194 7.2733 3.3123
H -1.2350 6.1518 1.5538
H 0.3567 6.7106 2.1017
H -1.3482 4.4665 3.2789
H 0.4135 4.5152 3.0682
C 2.1918 -3.9934 -3.4167
C 1.9015 -2.7689 -4.2561
O 2.4950 -3.1071 -5.5152
C 2.5643 -4.4589 -5.5994
O 2.8487 -5.0595 -6.5822
O 2.2553 -5.0262 -4.4089
H 1.4132 -4.2084 -2.6883
H 3.1559 -3.9347 -2.9080
H 0.8339 -2.6173 -4.3972
H 2.3427 -1.8591 -3.8569
C 7.0903 -4.7882 6.0249
C 6.9294 -4.9173 4.5223
O 5.8874 -5.8919 4.4166
C 5.1679 -5.8715 5.5611
O 4.1333 -6.4361 5.7133
O 5.7796 -5.1150 6.5001
H 7.3688 -3.7880 6.3451
H 7.8012 -5.5085 6.4337
H 6.5901 -3.9927 4.0523
H 7.8269 -5.2671 4.0196
C 2.7137 7.5135 -1.4026
C 1.9889 6.4947 -0.5470
O 0.6170 6.7501 -0.8696
C 0.5688 7.3364 -2.0915
O -0.4226 7.5192 -2.7147
O 1.8138 7.6825 -2.5010
H 3.6818 7.1693 -1.7564
H 2.8353 8.4736 -0.8975
H 2.2264 5.4655 -0.8211
H 2.1602 6.6279 0.5181
C -4.0636 8.8647 5.1025
C -4.3554 8.8480 3.6177
O -5.3417 7.8143 3.5145
C -5.9572 7.6921 4.7170
O -6.9307 7.0404 4.9108
O -5.3083 8.4114 5.6593
H -3.8164 9.8534 5.4798
H -3.2740 8.1701 5.3797
H -4.7919 9.7844 3.2634
H -3.4846 8.6063 3.0151
C -1.5877 -5.6185 -2.7690
C -3.0611 -5.2687 -2.7163
O -3.2085 -4.7756 -1.3810
C -2.0010 -4.3362 -0.9576
O -1.8142 -3.7138 0.0344
O -1.0277 -4.7051 -1.8236
H -1.1422 -5.4688 -3.7493
H -1.3889 -6.6381 -2.4335
H -3.3257 -4.4735 -3.4153
H -3.7134 -6.1228 -2.8779

Record order is preserved below.
Calculated total energy: -189.5396, -328.2608, -4515.2640 Ha
Record order is preserved below.
F_max: 4.424, 4.608, 1.530 eV Å⁻¹